This record from the OMol25 dataset describes a 3-piece molecular cluster, C26H45F4N4O4P overall in a non-equilibrium geometry. The level of theory is ωB97M-V with the def2-TZVPD basis set.

Structure (XYZ):
```
84
Properties=species:S:1:pos:R:3:forces:R:3
P -0.528508 0.130587 -3.061687 0.115 0.226 -0.637
F -3.498835 0.332493 -3.552286 -0.159 0.010 0.249
F -4.918378 2.414518 -3.428986 -0.049 -0.177 0.376
F -4.399233 -0.591317 -1.796556 0.130 0.366 -0.115
F -6.264207 0.955437 -2.469052 0.314 0.231 -0.040
O 2.353121 -2.907911 -1.813446 0.365 0.105 -0.021
O -0.963484 1.106265 -4.073461 0.015 0.261 -0.040
O 0.149683 2.505914 -1.267035 -0.081 -0.278 -0.147
O 0.047243 3.102775 2.315273 0.297 -0.073 0.200
N -3.719398 0.990653 1.023624 -0.141 0.099 0.286
N 3.017699 -3.911490 -2.268776 -1.185 0.085 -0.043
N -0.048866 0.013210 0.540296 0.219 -0.323 0.052
N -0.002700 3.289267 3.587849 -0.784 0.243 -0.735
C -2.261907 2.488818 -1.655335 -0.112 0.228 0.017
C 2.994163 -3.973693 -3.764391 0.685 -0.115 -0.423
C -0.986555 1.058893 3.538016 -0.057 -0.142 -0.158
C 1.365723 -5.934879 -3.511562 0.082 0.050 0.050
C 4.208905 -4.738568 -4.317419 0.004 -0.067 0.137
C -0.619760 2.127652 5.727906 0.091 0.139 -0.023
C 2.727068 -5.162854 -1.496251 0.527 -0.430 0.262
C 1.407239 -5.751916 -1.994491 -0.208 0.016 -0.230
C -1.108836 2.917993 -0.756397 0.054 0.164 -0.001
C -3.283313 1.014207 -0.034591 0.159 -0.259 -0.023
C -0.997961 2.395139 4.261491 0.132 -0.429 0.601
C -1.392700 5.305218 3.810286 -0.303 -0.060 -0.019
C 3.092545 -2.553946 -4.304504 -0.123 0.179 -0.036
C 0.967392 5.455420 2.992851 0.024 0.057 -0.191
C -0.729822 -0.078127 -0.378336 -0.049 0.370 0.359
C -3.921347 0.591956 -2.298945 -0.003 -0.196 -0.057
C 3.865961 -6.190143 -1.615665 0.012 0.056 -0.080
C 2.613287 -4.797185 -0.022438 -0.109 0.106 0.129
C -2.438780 4.493111 4.573411 0.092 -0.060 -0.006
C 1.692318 -4.626942 -4.232248 -0.276 -0.103 0.096
C 0.562927 4.968529 5.369263 -0.021 -0.095 0.009
C -5.087883 1.616984 -2.340725 -0.158 -0.110 -0.405
C -2.739274 1.047363 -1.400072 0.187 -0.072 -0.060
C 0.021070 4.740833 3.947720 0.447 0.277 0.471
C -1.599362 -0.024310 -1.530782 -0.194 -0.313 -0.362
C -2.392409 3.019570 4.167014 -0.140 0.287 -0.113
H 5.128334 -4.390186 -3.846165 0.007 0.000 0.015
H -1.335074 1.159705 2.515518 0.042 -0.018 0.005
H -1.132559 4.004918 -0.696424 0.115 0.133 -0.052
H 3.861065 -6.748712 -2.547049 -0.017 0.026 0.003
H 3.983301 -2.050527 -3.927987 -0.006 -0.012 0.033
H 0.637960 5.383842 1.959548 -0.002 -0.061 0.021
H 1.008592 6.510149 3.264472 0.004 0.023 0.063
H 3.158155 -2.597444 -5.391221 0.015 -0.033 -0.043
H 1.974474 5.042154 3.060695 -0.004 -0.017 0.001
H 1.762698 -4.798159 -5.308319 0.003 0.030 -0.037
H 4.836578 -5.705316 -1.508926 0.003 0.014 -0.002
H -0.161122 4.768421 6.153574 -0.007 -0.020 -0.028
H 2.424634 -5.705571 0.549284 0.032 -0.059 -0.008
H -2.081241 -1.000274 -1.608304 -0.059 -0.076 -0.041
H 3.770270 -6.923620 -0.815694 -0.053 0.041 0.061
H -0.529839 -1.177271 -3.574411 0.004 -0.214 0.312
H -1.213487 1.295133 6.103735 -0.032 -0.048 -0.087
H -1.235975 2.554289 0.261759 -0.086 -0.019 0.146
H -1.652548 0.362975 4.048691 -0.027 0.038 0.093
H 0.013390 0.625467 3.512491 0.013 0.036 -0.001
H -3.076515 3.175836 -1.430680 -0.230 -0.053 -0.002
H -1.663074 5.322255 2.749654 0.068 -0.051 -0.026
H 0.599198 1.999796 -0.580140 0.056 0.174 0.085
H -2.014985 2.621591 -2.703433 0.169 -0.071 -0.119
H -0.806759 2.966839 6.392422 0.002 -0.002 -0.036
H -1.387941 6.342741 4.151934 0.019 0.023 0.013
H 1.799854 -4.101930 0.167119 0.034 0.028 -0.052
H 4.145067 -5.815164 -4.190810 -0.015 0.029 0.008
H -2.296352 4.598962 5.652195 0.039 -0.006 -0.001
H 1.445389 4.354116 5.549431 0.003 -0.011 -0.008
H -3.071520 2.433798 4.789550 -0.017 -0.041 -0.005
H 2.054940 -6.723877 -3.823068 0.031 0.011 0.018
H 0.855512 6.012685 5.477397 0.006 0.028 -0.083
H 0.769320 0.294693 -2.569089 -0.007 -0.128 0.226
H 0.432278 1.851914 5.808430 0.011 0.004 -0.003
H 1.238391 -6.704726 -1.488550 0.016 -0.028 0.017
H -3.431541 4.893537 4.360353 -0.014 0.002 0.022
H 0.590967 -5.086636 -1.695627 0.060 0.060 0.023
H 0.370665 -6.270283 -3.808727 0.002 -0.019 -0.014
H 2.222653 -1.954593 -4.044600 0.038 -0.025 0.071
H 3.538632 -4.347893 0.339836 0.008 0.008 -0.013
H 0.868579 -3.921980 -4.078928 0.045 0.032 0.069
H -2.751269 2.923332 3.137787 0.069 -0.016 -0.028
H -5.123563 2.241760 -1.448963 -0.086 -0.041 0.072
H 4.291656 -4.556264 -5.388289 -0.052 0.082 -0.015
```
Forces are in eV/Å.

Results
HOMO-LUMO gap (alpha / beta)   8.7018 / 9.6131 eV
E_HOMO (alpha / beta)   -8.18 / -9.33 eV
Expectation value of S²   2.008
Total charge   0
Multiplicity   3
Lowest unoccupied orbital energy (alpha / beta)   0.5 / 0.3 eV
E_tot   -2278.36277 hartree

This record from the OMol25 dataset describes C24H38CoF5N7OSSi as an isolated structure. The level of theory is ωB97M-V with the def2-TZVPD basis set.

Structure (XYZ):
```
78
Properties=species:S:1:pos:R:3:forces:R:3
Co -0.385008 0.372559 0.440481 -0.090 -0.145 0.200
S -2.398337 -2.398710 -2.381601 -0.012 -0.023 0.031
Si 1.589129 0.643916 -2.405830 0.008 -0.014 0.010
F -2.934166 -0.324320 1.430649 0.015 -0.065 0.042
F -3.269667 1.890275 3.117524 -0.032 -0.021 -0.073
F -1.624443 2.855205 2.109666 0.016 -0.032 0.038
F -3.355712 2.210521 0.979607 -0.011 0.035 0.009
F -1.490462 0.071731 2.991207 0.044 0.040 -0.014
O -0.061149 -1.336302 1.326813 0.103 -0.088 -0.132
N 1.256487 0.348798 -0.708324 0.024 0.006 -0.012
N 1.148728 1.241886 1.339363 0.099 -0.026 -0.075
N -2.697710 -0.161500 -1.212979 -0.006 -0.011 0.014
N -1.484626 -0.647830 -0.802368 -0.028 0.146 -0.191
N 0.026646 -2.419512 -1.173894 0.014 0.055 -0.060
N 1.589505 -1.442651 2.910446 -0.040 -0.036 -0.027
N -0.866227 1.976102 -0.415841 0.026 0.038 -0.068
C -5.730804 -1.515993 -1.776342 0.004 -0.005 -0.005
C 1.937762 1.026919 0.250780 -0.031 -0.036 0.035
C -1.155777 2.933472 -0.961119 -0.031 0.044 0.099
C 3.273203 1.453328 0.234428 0.044 0.001 0.008
C 2.046196 -4.177581 2.458711 0.014 0.004 0.004
C 0.793495 2.022957 3.665011 0.014 -0.005 0.011
C 1.645859 1.808990 2.454220 -0.015 0.095 0.012
C -0.245987 -3.010057 2.987731 -0.041 0.030 0.025
C -4.680700 -0.713162 -2.547020 0.001 0.004 -0.005
C -1.565897 4.151308 -1.648204 -0.002 -0.033 -0.049
C -2.547052 1.883512 1.995975 -0.029 -0.057 -0.039
C 2.996809 -0.452077 -2.976460 -0.001 0.006 -0.017
C 2.031518 2.441193 -2.712824 0.004 0.000 0.006
C -1.894774 0.501775 1.741627 0.019 0.088 0.079
C 0.392878 -1.810490 2.371773 -0.045 0.043 0.121
C 3.773430 2.059277 1.362358 -0.005 0.001 -0.026
C -3.305737 -0.951156 -2.017244 0.006 0.007 -0.005
C -1.153898 -1.787958 -1.358713 0.001 -0.018 0.041
C 2.719514 -3.158310 1.519184 -0.010 -0.011 0.002
C 0.087249 0.269730 -3.459564 -0.002 -0.023 0.011
C 2.758061 -1.712017 2.043028 -0.002 0.017 -0.020
C 2.964871 2.229467 2.481061 -0.015 -0.031 0.009
C -1.983408 3.860465 -3.092854 0.004 0.001 0.003
C 0.508893 -4.222843 2.392901 0.003 -0.011 -0.019
H -2.385780 4.580418 -1.069571 -0.003 -0.001 -0.001
H -4.873115 0.355510 -2.451101 -0.002 -0.002 0.006
H -0.125303 -2.981904 4.073088 0.006 -0.013 -0.004
H 2.970525 2.742334 -2.249117 0.000 0.008 0.003
H -1.305544 -3.050224 2.746339 -0.002 0.004 0.005
H 2.402246 -5.170151 2.179808 -0.001 0.001 -0.001
H 3.742770 -3.474391 1.310988 -0.001 0.001 -0.011
H 1.721066 -1.894961 3.804946 0.006 0.022 0.007
H -1.152387 3.443979 -3.660615 -0.002 0.000 -0.003
H 2.382126 -4.031027 3.491764 -0.002 0.005 0.000
H 2.772994 -1.003175 1.221664 0.021 0.026 0.001
H 0.773735 -1.816405 -0.835438 -0.024 -0.027 -0.001
H 3.642293 -1.529965 2.651290 -0.006 -0.012 0.011
H -0.061963 -0.799676 -3.616419 -0.017 -0.008 0.008
H -0.730501 4.852095 -1.605825 -0.001 0.001 0.004
H -5.550727 -2.588514 -1.860820 -0.001 0.000 -0.001
H -2.298410 4.785611 -3.570254 -0.001 0.000 0.001
H -5.714720 -1.249284 -0.719984 0.000 0.000 0.001
H -4.713437 -0.961899 -3.609345 0.001 0.005 -0.003
H -2.812629 3.155293 -3.120370 0.000 0.001 -0.001
H 3.349942 2.686370 3.381208 0.001 -0.001 0.001
H 0.212257 -4.323717 1.345028 -0.005 0.000 0.002
H 2.189833 -3.185226 0.561329 0.009 0.008 0.010
H -6.725134 -1.311176 -2.169639 0.000 0.001 0.001
H 0.284198 -3.121145 -1.847736 0.005 0.007 0.000
H 2.860044 -1.482080 -2.636423 -0.012 -0.001 -0.011
H -0.836218 0.692754 -3.060101 -0.004 0.009 0.005
H 1.255252 3.113326 -2.338726 -0.006 -0.002 -0.001
H 4.803974 2.390871 1.386698 0.002 -0.004 -0.001
H 3.964448 -0.111048 -2.602784 -0.003 -0.009 0.013
H 0.402564 3.041291 3.672412 -0.020 -0.010 -0.013
H 3.890057 1.265581 -0.632564 0.000 0.002 0.001
H 1.402273 1.897683 4.559374 0.009 0.025 -0.003
H 2.127686 2.613389 -3.787778 0.003 -0.006 -0.001
H 3.057193 -0.470515 -4.067285 0.011 0.011 0.001
H 0.254033 0.709147 -4.446728 0.009 -0.007 -0.001
H 0.155069 -5.116005 2.908313 0.005 0.001 0.005
H -0.039405 1.335904 3.710988 0.008 -0.006 -0.001
```
Forces are in eV/Å.

Results
HOMO-LUMO gap   8.0531 eV
E_HOMO   -10.50 eV
Total charge   +1
Lowest unoccupied orbital energy   -2.4 eV
E_tot   -3965.55798 hartree

This record from the OMol25 dataset describes one molecule with the formula C3H8N2OS in a non-equilibrium geometry. The level of theory is ωB97M-V with the def2-TZVPD basis set.

Structure (XYZ):
```
15
Properties=species:S:1:pos:R:3:forces:R:3
S -2.637863 -1.002896 0.263170 0.034 0.358 -0.162
O 2.229486 -0.500673 -0.015902 -0.020 -0.010 -0.078
N 1.321106 1.115553 -1.312568 -0.463 -0.511 0.921
N 0.099456 -0.639341 1.711453 -0.136 -0.078 -0.126
C 1.294828 0.233180 -0.267883 0.277 -0.385 -0.345
C -1.045377 -0.559321 -0.467957 0.657 -0.982 0.635
C -0.035120 0.104375 0.488839 -0.110 0.296 -0.205
H -1.166821 -0.005425 -1.376153 -0.134 0.371 -0.428
H -0.576894 -1.510430 -0.741642 -0.231 -0.079 -0.143
H -0.398225 1.099862 0.702209 -0.176 0.457 0.276
H 0.672369 -1.452602 1.508467 0.113 0.044 0.239
H 0.633558 1.846582 -1.278735 0.247 0.224 -0.599
H -3.100204 0.256034 0.265640 -0.151 -0.070 0.066
H 0.570020 -0.087660 2.415531 0.110 -0.091 -0.002
H 2.139681 1.102764 -1.894469 -0.017 0.457 -0.049
```
Forces are in eV/Å.

Results
HOMO-LUMO gap   9.6339 eV
E_HOMO   -9.00 eV
SMILES string   NC(=O)[C@H](N)CS
Total charge   0
Lowest unoccupied orbital energy   0.6 eV
E_tot   -702.06146 hartree